No. 1
9
Properties=species:S:1:pos:R:3 method="wB97M-V/def2-TZVPD" multiplicity=2 s_squared=0.75 charge=0 homo_energy_ev="-5.8201 / -7.8295" total_energy_ha=-574.04176
F -0.24243 -2.24264 0.85369
C 0.56343 -0.54668 0.25583
C -0.33291 0.36265 -0.30575
O -1.11503 1.09135 0.50982
H 1.01915 -0.39285 1.24815
H -0.79662 0.00909 -1.24796
Sn -2.39586 2.22876 0.74809
Li 1.83946 0.63043 -1.37882
F 1.46080 -1.14009 -0.68304

=====

No. 2
97
Properties=species:S:1:pos:R:3 method="wB97M-V/def2-TZVPD" multiplicity=2 s_squared=0.75 charge=-1 homo_energy_ev="-2.4603 / -2.4238" total_energy_ha=-9605.09476
Co -1.04201 -1.02901 -0.37569
C 5.67537 -2.42326 -0.49792
C 4.29435 -1.94491 -0.85455
C 4.03077 -0.59777 -1.10642
C 2.75410 -0.14210 -1.35801
C 1.64516 -1.00750 -1.40477
N 0.35785 -0.54681 -1.66137
C 0.24900 0.48136 -2.57209
C 0.98922 0.44650 -3.77678
C 0.87344 1.39850 -4.76338
C -0.02953 2.45696 -4.64122
C -0.22208 3.46005 -5.74658
C -0.77311 2.50988 -3.47854
C -0.62528 1.57558 -2.45320
N -1.38001 1.82132 -1.26697
C -1.74461 3.02281 -0.77458
C -2.59435 2.80146 0.28502
C -2.68440 1.40567 0.37299
N -1.94080 0.82649 -0.56224
C 1.92800 -2.35549 -1.15403
C 3.21401 -2.80799 -0.87366
N 0.88489 -3.32811 -1.17233
C 0.84146 -4.48235 -1.87031
C -0.26144 -5.18060 -1.43420
C -0.83267 -4.35366 -0.45156
N -0.13149 -3.23935 -0.29987
H 6.44053 -1.83228 -1.00469
H 5.81678 -3.46895 -0.77709
H 5.85406 -2.34071 0.57711
H 4.84559 0.11891 -1.07004
H 2.57478 0.91468 -1.49707
H 1.67640 -0.38013 -3.90882
H 1.47400 1.30391 -5.66238
H 0.73430 3.76421 -6.17637
H -0.72378 4.35744 -5.38202
H -0.82843 3.05175 -6.55959
H -1.50542 3.29993 -3.35653
H -1.34961 3.93422 -1.18791
H -3.05097 3.54057 0.92134
H -3.22223 0.79279 1.07878
H 3.34706 -3.86100 -0.64908
H 1.58742 -4.70054 -2.61607
H -0.61444 -6.13383 -1.78756
H -1.72839 -4.50089 0.13152
Br -5.56998 -3.34900 -4.57104
C -4.21631 -2.73866 -3.38343
C -2.98532 -2.30345 -3.92388
C -2.04747 -1.84398 -3.03390
N -2.22139 -1.82827 -1.70518
C -3.41384 -2.27946 -1.17879
C -4.45105 -2.72411 -2.04928
C -3.49228 -2.24038 0.22318
C -4.60123 -2.68143 1.00417
C -4.51949 -2.60695 2.35361
Br -5.97078 -3.20142 3.42586
C -3.36596 -2.09188 2.99991
C -2.34429 -1.66419 2.19288
N -2.37455 -1.72239 0.85222
H -2.78616 -2.32507 -4.98380
H -1.08738 -1.48263 -3.37685
H -5.40288 -3.04553 -1.65258
H -5.48621 -3.07443 0.52518
H -3.28677 -2.04510 4.07474
H -1.43207 -1.24841 2.60438
C 0.19448 5.28635 1.60878
C -0.87153 4.90950 2.59796
C -1.87671 5.79091 2.96175
C -2.86968 5.40348 3.84979
Cl -4.12902 6.53926 4.27614
C -2.87777 4.13649 4.39503
C -1.87199 3.24228 4.04703
C -0.87652 3.62159 3.15394
O 0.13537 2.81642 2.76364
C -0.09520 1.41920 2.65736
C 0.38969 0.89580 1.30173
O 0.98699 1.62745 0.52857
O 0.05907 -0.33764 1.15045
H -0.15878 6.07809 0.94686
H 0.49116 4.41800 1.01995
H 1.09132 5.64877 2.11757
H -1.90200 6.78535 2.53311
H -3.65596 3.84566 5.08755
H -1.86539 2.25225 4.48172
H -1.16073 1.19531 2.72065
H 0.41937 0.88300 3.46056
Te 1.56056 -2.63275 2.59362
C 3.50977 -1.87345 2.78831
C 3.77965 -0.55793 2.40805
C 5.06507 -0.04724 2.52066
C 6.08846 -0.82842 3.04244
C 5.82414 -2.13679 3.42344
C 4.54801 -2.66528 3.27604
H 2.99039 0.06359 1.99983
H 5.26180 0.97028 2.20542
H 7.08758 -0.42267 3.14187
H 6.61850 -2.75904 3.81848
H 4.36184 -3.69884 3.54301

=====

No. 3
83
Properties=species:S:1:pos:R:3 method="wB97M-V/def2-TZVPD" charge=+1 homo_energy_ev=-11.8786 total_energy_ha=-1842.42752
C 3.23267 -3.14133 0.75596
C 2.40947 -2.33153 1.13475
C 1.50435 -1.19760 1.66573
C 0.75850 -0.80160 0.26954
C -0.07318 -1.96880 -0.39465
C 0.36509 -2.24730 -1.91796
C -0.60116 -3.42073 -2.43172
C 0.26081 -0.95214 -2.83005
N 2.03970 0.13314 2.03901
C 3.40882 0.57887 1.76369
C 3.40479 1.66779 0.60374
C 3.82270 3.14246 0.99365
C 2.58854 4.09736 1.40990
C 4.96491 3.28953 2.07669
C 1.19229 0.81433 2.91536
N 1.44721 1.97350 3.49780
N 0.05743 -0.06124 3.07620
C -1.27962 0.27883 2.59099
C -1.68671 1.81086 2.60990
N -2.76922 2.18105 1.67619
C -2.39703 2.08508 0.24858
C -1.16413 2.96188 -0.19912
C -3.96739 1.39069 1.96843
C -4.73563 1.52733 3.34890
O -4.42187 0.57483 1.17338
C 0.59498 -1.44331 2.94498
N 1.25342 -1.54190 4.30337
C 2.41283 -1.99355 4.30049
O 3.39736 -2.62600 4.22489
B -0.41979 -2.73271 3.00595
O -0.18315 -3.73237 3.99398
O -1.52256 -2.98401 2.19310
H 3.81553 -3.87229 0.13814
H 1.62686 -0.58392 -0.43713
H 0.20908 0.18579 0.35764
H -0.02751 -2.96500 0.12145
H -1.15721 -1.61396 -0.45334
H 1.42086 -2.66317 -1.82707
H -1.50411 -3.41553 -1.73864
H -0.12327 -4.43882 -2.36808
H -0.97153 -3.23806 -3.49180
H -0.06248 -1.29920 -3.85832
H -0.48169 -0.21496 -2.40225
H 1.29072 -0.49608 -2.95703
H 3.84254 0.95437 2.74961
H 4.13084 -0.23514 1.43852
H 2.33658 1.72030 0.20987
H 4.02593 1.37918 -0.30418
H 4.22882 3.62348 0.04465
H 1.59015 3.60635 1.23212
H 2.70473 4.46520 2.47543
H 2.60863 5.01872 0.75385
H 5.43825 4.31925 2.05467
H 5.74509 2.47979 2.05804
H 4.46036 3.22471 3.10081
H 2.43736 2.18433 3.68492
H 0.75933 2.63942 3.84478
H -1.52171 -0.10581 1.54497
H -2.03338 -0.25243 3.26269
H -2.09216 2.01765 3.65555
H -0.84654 2.54409 2.46516
H -3.30144 2.43983 -0.34268
H -2.21460 1.02223 -0.12018
H -0.93792 2.69539 -1.27983
H -1.28278 4.06965 -0.04561
H -0.25702 2.58112 0.38091
H -4.64023 2.61269 3.66696
H -4.16467 0.90393 4.10373
H -5.80147 1.17834 3.28833
H 0.69484 -4.14188 3.85902
H -1.81241 -2.21301 1.67281
C -2.01446 -0.81125 -7.76427
C -1.24192 -1.70164 -7.14376
C -1.82431 -2.75750 -6.28583
O -1.11884 -3.56957 -5.71708
C -3.29711 -2.78781 -6.14476
C -4.07036 -1.89771 -6.76499
C -3.48834 -0.84098 -7.62344
O -4.19156 -0.03083 -8.19028
H -1.60595 -0.03174 -8.39503
H -0.16289 -1.69486 -7.23638
H -3.70523 -3.56762 -5.51395
H -5.14917 -1.90497 -6.67217

=====

No. 4
122
Properties=species:S:1:pos:R:3 method="wB97M-V/def2-TZVPD" charge=+2 homo_energy_ev=-13.0202 e_above_lowest_kj_mol=0.0 total_energy_ha=-2765.04197
Zr 2.05728 1.78210 -0.39809
C -0.51959 -0.20218 0.01379
O 0.41468 0.48844 -0.88357
C 0.20786 0.25254 -2.27346
C -0.65577 1.09136 -2.98438
C -1.19327 2.44136 -2.53480
C -1.64444 2.65537 -1.11596
C -2.97488 2.51616 -0.75143
C -3.42199 2.74756 0.55261
C -2.47674 3.12428 1.49719
C -1.12488 3.24945 1.18256
C -0.08632 3.46151 2.26230
C 0.33971 2.11287 2.81271
C -0.58079 1.42654 3.59010
C -0.36602 0.13294 4.05716
C 0.84208 -0.46744 3.73415
C 1.81649 0.16193 2.96366
C 3.03128 -0.66444 2.58614
C 2.61051 -1.67056 1.54056
C 2.15892 -2.94082 1.86061
C 1.61098 -3.79499 0.90125
C 1.54254 -3.33470 -0.40956
C 2.00187 -2.07200 -0.77957
C 1.99397 -1.63462 -2.22283
C 0.84149 -0.85397 -2.83804
C 0.49715 -1.17511 -4.14925
C -0.41450 -0.43090 -4.88586
C -0.94579 0.70896 -4.28914
C -0.81951 -0.79802 -6.31102
C -2.34536 -0.95338 -6.37428
C -0.17999 -2.10712 -6.77237
C -0.37654 0.32601 -7.25803
C 2.53885 -1.26120 0.21309
O 2.93107 0.01413 -0.07821
C 1.11630 -5.17908 1.32037
C 2.28232 -5.97181 1.92494
C 0.55057 -5.97047 0.14174
C 0.00823 -5.01766 2.37097
C 1.53607 1.45206 2.51175
O 2.51530 2.14453 1.72982
C 3.50656 2.85940 2.51616
C -1.45744 -0.57108 4.85399
C -2.71493 -0.66739 3.97603
C -1.04820 -1.98336 5.26803
C -1.76779 0.24776 6.11500
C -0.73652 3.03737 -0.13068
O 0.59754 3.11183 -0.43694
C -4.90056 2.56702 0.88925
C -5.74481 3.48317 -0.00746
C -5.28991 1.10273 0.63889
C -5.20563 2.90432 2.34847
H -1.50230 0.24722 -0.11158
H -0.14862 -0.05191 1.02709
H -0.50504 -1.25919 -0.24032
H -2.03197 2.67142 -3.19155
H -0.42449 3.18423 -2.77135
H -3.68734 2.22644 -1.51534
H -2.78867 3.32204 2.51392
H -0.52522 4.03909 3.07651
H 0.76093 4.03524 1.88635
H -1.51328 1.92348 3.82167
H 1.04609 -1.47503 4.06887
H 3.38276 -1.18701 3.47604
H 3.84975 -0.04539 2.22051
H 2.22847 -3.27276 2.89007
H 1.13835 -3.97476 -1.18300
H 2.12115 -2.52474 -2.83958
H 2.88660 -1.02775 -2.40009
H 0.96719 -2.04109 -4.59408
H -1.62212 1.33621 -4.85615
H -2.68945 -1.73451 -5.69445
H -2.64524 -1.22942 -7.38557
H -2.86283 -0.02816 -6.11967
H -0.45794 -2.94424 -6.12914
H 0.90914 -2.04155 -6.80967
H -0.52433 -2.34049 -7.77954
H -0.84487 1.27777 -7.00491
H -0.65902 0.08079 -8.28235
H 0.70638 0.45961 -7.22894
H 3.09990 -6.07345 1.20960
H 1.94829 -6.97254 2.20176
H 2.67641 -5.49598 2.82385
H 1.30539 -6.15261 -0.62553
H -0.30013 -5.46450 -0.31951
H 0.20134 -6.94161 0.49224
H 0.36427 -4.48667 3.25539
H -0.34684 -5.99629 2.69655
H -0.84221 -4.46830 1.96077
H 3.01128 3.66684 3.05339
H 4.25066 3.24445 1.82540
H 3.95722 2.16004 3.21657
H -2.52221 -1.25927 3.07793
H -3.07389 0.31551 3.66565
H -3.51797 -1.15221 4.53242
H -0.83744 -2.61481 4.40214
H -1.86508 -2.44860 5.81939
H -0.17368 -1.98064 5.92163
H -2.13892 1.24397 5.87147
H -0.88158 0.35791 6.74153
H -2.53635 -0.25576 6.70212
H -5.63509 3.23251 -1.06296
H -5.46425 4.52910 0.12451
H -6.80049 3.38035 0.24660
H -5.12557 0.81168 -0.39962
H -6.34755 0.95296 0.86003
H -4.71272 0.43012 1.27803
H -4.96827 3.94311 2.58551
H -4.66332 2.25596 3.04086
H -6.26937 2.76057 2.53762
O 3.17681 4.00781 -0.30211
H 2.61011 4.58733 0.22485
H 3.12449 4.37004 -1.19652
C 5.85891 2.90588 -2.47477
S 4.92277 1.72064 -1.53465
C 5.37811 0.20738 -2.35425
O 3.45130 1.98854 -2.00175
H 5.65279 2.79128 -3.53723
H 6.91303 2.72932 -2.25910
H 5.58773 3.89852 -2.12259
H 6.46620 0.14347 -2.35550
H 4.98975 0.23541 -3.37148
H 4.95456 -0.61431 -1.78236

=====

No. 5
50
Properties=species:S:1:pos:R:3 method="wB97M-V/def2-TZVPD" charge=+1 homo_energy_ev=-10.7244 e_above_lowest_kj_mol=76.4 total_energy_ha=-2064.41210
Pd -0.89933 -1.82005 -1.51769
N 2.97383 -3.23050 -2.94640
C 1.83431 -2.87805 -2.33401
S 0.75662 -1.83888 -3.25637
N 1.62135 -3.20825 -1.09295
N 0.42584 -3.00935 -0.58188
C 0.17717 -3.12339 0.70286
C -1.12550 -2.80178 1.17620
C -1.57390 -3.15414 2.46425
C -2.81181 -2.74214 2.89389
C -3.63048 -2.02971 2.01504
C -3.16405 -1.76893 0.73894
N -1.94680 -2.10983 0.33827
H 3.12003 -2.94815 -3.89961
H 3.62297 -3.85241 -2.49534
H 0.94934 -3.47324 1.38128
H -0.93688 -3.75526 3.09027
H -3.14792 -2.96956 3.89373
H -4.60833 -1.69510 2.31663
H -3.78061 -1.24968 0.01214
O -0.04612 -0.06740 -0.50086
S 0.33001 1.29959 -0.99581
C 2.07589 1.47180 -0.55650
C 2.80596 2.51877 -1.08998
C 4.14236 2.64100 -0.75100
C 4.73016 1.71639 0.09925
C 3.98712 0.66701 0.61536
C 2.64981 0.53740 0.28311
C -0.29973 2.39896 0.31003
C -0.69866 1.84270 1.51016
C -1.19967 2.66618 2.50341
C -1.30623 4.03027 2.28320
C -0.90649 4.57552 1.07294
C -0.40443 3.75903 0.07338
H 2.33641 3.22306 -1.75988
H 4.72263 3.45118 -1.16300
H 5.77548 1.80925 0.34863
H 4.44420 -0.05812 1.27016
H 2.05272 -0.28070 0.65945
H -0.62304 0.77426 1.65183
H -1.51421 2.23754 3.44180
H -1.71387 4.66995 3.05022
H -0.99759 5.63586 0.89743
H -0.10109 4.17394 -0.87571
N -3.47878 -0.16062 -1.96733
N -2.46810 -0.83991 -2.72357
H -4.15365 0.31033 -2.57255
H -3.03782 0.53056 -1.36250
H -2.03668 -0.24744 -3.45089
H -2.92243 -1.62796 -3.20006

=====

No. 6
17
Properties=species:S:1:pos:R:3 method="wB97M-V/def2-TZVPD" charge=0 homo_energy_ev=-9.1586 e_above_lowest_kj_mol=522.3 total_energy_ha=-972.66871
O -2.22316 0.55888 -1.19028
C -1.29103 1.09554 -0.67628
Cl -1.48615 2.24538 0.73104
C 0.16589 1.09595 -1.04182
C 1.10895 1.24642 0.14728
C 1.61542 0.39435 1.05068
C 1.33733 -1.03265 1.11352
C 0.19793 -1.44152 0.71264
N -0.98207 -1.79083 0.30133
O -1.98572 -2.07204 0.97600
O -1.07028 -2.05270 -1.13997
H 0.40305 1.92002 -1.60748
H 0.22327 0.12525 -1.60949
H 1.28045 2.21603 0.14254
H 2.34343 0.65907 1.89867
H 2.25709 -1.55282 1.48570
H -1.89439 -1.61434 -1.29408

=====

No. 7
12
Properties=species:S:1:pos:R:3 method="wB97M-V/def2-TZVPD" charge=+1 homo_energy_ev="-14.5095 / -14.5092" e_above_lowest_kj_mol=240.7 total_energy_ha=-645.71960
C 0.35778 0.49864 0.25483
C -0.21040 0.69356 1.49900
C 0.04412 -0.68396 -0.83964
N -0.58055 0.57233 -0.89548
O -0.50433 -1.72250 -0.20154
S -1.73774 0.63766 2.08537
H 1.19369 1.21372 0.09370
H 0.38318 0.73311 2.31163
H 0.86648 -0.93987 -1.51652
H -2.44025 0.51932 1.02104
H -0.27619 1.37065 -1.50124
H -0.25112 -2.61580 -0.41308

=====

No. 8
11
Properties=species:S:1:pos:R:3 method="wB97M-V/def2-TZVPD" charge=0 homo_energy_ev=-9.0861 e_above_lowest_kj_mol=154.7 total_energy_ha=-1527.19215
F -2.28204 -1.66643 -0.87808
C -0.91742 -1.64566 -0.53870
C -0.40042 -0.71178 0.19716
Cl -1.40756 0.28892 1.10907
C 1.10166 -0.30106 0.22433
S 2.31462 -1.29044 0.04800
N 1.09607 1.14381 0.17997
S -0.08284 2.31229 -0.61375
H -0.41899 -2.33108 -1.25983
H 2.13279 1.59004 0.56714
H 0.66893 2.42185 -1.76324

=====

What did the seventh record say?
12
Properties=species:S:1:pos:R:3 method="wB97M-V/def2-TZVPD" charge=+1 homo_energy_ev="-14.5095 / -14.5092" e_above_lowest_kj_mol=240.7 total_energy_ha=-645.71960
C 0.35778 0.49864 0.25483
C -0.21040 0.69356 1.49900
C 0.04412 -0.68396 -0.83964
N -0.58055 0.57233 -0.89548
O -0.50433 -1.72250 -0.20154
S -1.73774 0.63766 2.08537
H 1.19369 1.21372 0.09370
H 0.38318 0.73311 2.31163
H 0.86648 -0.93987 -1.51652
H -2.44025 0.51932 1.02104
H -0.27619 1.37065 -1.50124
H -0.25112 -2.61580 -0.41308